Formula: C20H60B4CaF12N5O7
Source: OMol25
Level of theory: ωB97M-V with the def2-TZVPD basis set

Each line ends with the Mulliken spin population.
Positions of all 109 atoms, in Å:
Ca: 7.051 -8.122 -3.196  -0.092
F: 7.953 -8.358 -5.406  0.011
F: 8.308 -10.269 -6.472  0.001
F: 6.241 -7.523 -1.295  -0.006
F: 9.333 -8.849 -2.757  0.002
F: 7.611 -10.205 -2.654  0.000
F: 5.816 -9.235 0.128  -0.001
F: 4.083 -8.024 -0.514  0.000
F: 9.747 -11.005 -2.540  0.000
F: 8.831 -9.700 -0.845  -0.002
F: 6.615 -8.852 -7.122  -0.001
F: 6.532 -9.891 -5.018  0.000
F: 5.162 -9.264 -2.125  0.000
O: 4.085 -7.579 -6.474  0.000
O: 5.003 -7.659 -4.484  -0.006
O: 14.901 -6.370 -2.813  -0.028
O: 9.035 -4.670 -0.499  -0.246
O: 4.742 -1.767 -2.417  -0.054
O: 6.306 -2.422 -8.113  -0.032
O: 3.204 -6.546 -4.933  0.000
N: 3.227 -4.375 -1.804  -0.007
N: 8.417 -4.016 -7.124  -0.611
N: 9.335 -6.815 1.600  -0.093
N: 4.137 -7.238 -5.309  0.001
N: 13.022 -3.696 -2.214  -4.109
C: 9.997 -7.110 2.990  0.028
C: 8.753 -5.314 1.814  -0.004
C: 9.237 -2.942 -7.844  0.249
C: 15.341 -5.042 -2.572  0.258
C: 4.321 -4.099 -2.881  0.101
C: 12.169 -4.794 -2.869  0.416
C: 2.271 -3.173 -1.475  -0.004
C: 7.303 -4.653 -8.039  0.027
C: 14.389 -4.193 -1.643  0.444
C: 6.017 -3.811 -7.922  0.014
C: 5.406 -2.983 -2.548  -0.471
C: 13.207 -2.692 -3.394  1.158
C: 10.278 -6.857 0.381  -0.094
C: 12.181 -3.046 -1.126  1.392
C: 9.380 -5.250 -6.917  0.021
C: 8.250 -7.885 1.365  0.013
C: 2.406 -5.565 -2.304  -0.001
C: 3.929 -4.707 -0.453  -0.009
C: 8.000 -3.495 -5.705  0.170
C: 8.098 -4.737 0.574  -0.035
B: 8.035 -5.957 -3.169  -0.189
B: 8.866 -9.980 -2.159  0.013
B: 5.311 -8.478 -0.972  0.007
B: 7.294 -9.363 -6.071  0.008
H: 12.258 -2.331 -3.791  0.086
H: 7.952 -7.830 0.318  -0.003
H: 5.441 -4.042 -7.026  -0.016
H: 7.818 -2.429 -5.834  0.098
H: 12.765 -5.364 -3.581  -0.009
H: 8.526 -2.120 -7.929  0.000
H: 11.266 -2.694 -1.602  0.009
H: 16.242 -5.189 -1.976  0.008
H: 10.657 -6.320 3.348  -0.018
H: 7.228 -5.350 0.336  -0.006
H: 6.975 -5.943 -3.370  0.008
H: 6.015 -2.988 -3.452  0.200
H: 11.977 -5.528 -2.087  0.243
H: 1.434 -3.456 -0.837  -0.001
H: 1.937 -5.361 -3.266  0.000
H: 8.723 -8.848 1.560  0.005
H: 4.511 -5.616 -0.607  0.005
H: 3.678 -3.969 -3.751  0.016
H: 13.745 -1.849 -2.959  0.061
H: 4.759 -5.097 -2.925  -0.012
H: 5.335 -1.075 -2.116  0.006
H: 5.529 -4.126 -8.844  0.007
H: 9.474 -4.589 2.189  0.066
H: 1.817 -2.881 -2.423  0.000
H: 13.846 -3.136 -4.157  0.273
H: 4.654 -3.976 -0.096  0.002
H: 3.224 -6.281 -2.390  0.000
H: 1.680 -5.838 -1.538  0.000
H: 10.755 -7.836 0.352  0.001
H: 2.932 -2.447 -1.002  0.007
H: 5.456 -1.975 -8.098  0.009
H: 15.760 -4.484 -3.410  -0.024
H: 8.515 -4.993 -3.122  0.123
H: 7.971 -5.444 2.562  -0.035
H: 11.187 -4.419 -3.159  0.236
H: 11.813 -3.797 -0.428  0.108
H: 7.161 -4.073 -5.318  0.175
H: 9.179 -7.010 3.703  0.004
H: 5.925 -3.293 -1.641  0.198
H: 8.367 -6.636 -3.939  0.012
H: 7.687 -4.757 -9.053  0.005
H: 9.467 -3.461 -8.775  0.056
H: 10.548 -8.050 3.015  0.005
H: 7.804 -3.711 0.798  0.051
H: 8.772 -5.967 -6.364  0.042
H: 15.631 -6.881 -3.171  0.003
H: 8.906 -3.717 -5.141  0.138
H: 8.146 -6.385 -2.185  -0.019
H: 9.601 -6.815 -0.473  0.004
H: 10.961 -6.016 0.266  0.158
H: 14.869 -3.329 -1.184  0.048
H: 6.916 -5.573 -7.601  0.027
H: 10.082 -2.759 -7.180  -0.091
H: 14.216 -4.948 -0.876  0.129
H: 9.735 -5.564 -7.898  -0.004
H: 7.600 -7.578 2.185  -0.003
H: 8.739 -4.790 -1.404  0.040
H: 3.182 -4.956 0.300  0.000
H: 10.160 -4.824 -6.286  0.069
H: 12.720 -2.193 -0.713  0.254

## Properties
M = 794.03 Da
HOMO energy (alpha / beta) = -2.9506 / -7.3851 eV
Multiplicity = 2
<S²> = 0.750
F_max = 4.4 eV Å⁻¹
Lowest unoccupied orbital energy (alpha / beta) = -0.3511 / -0.3997 eV